60
Properties=species:S:1:pos:R:3:forces:R:3 method="wB97M-V/def2-TZVPD" homo_lumo_gap_ev=5.886 e_tot_ev=-153738.6582 mol_weight_g_mol=805.71 de_lowest_kcal_mol=2.50 e_homo_ev=-3.80 lumo_ev=2.0853 charge=-1
Ni -0.2720 0.5752 0.7545 -0.3 0.1 0.2
S 2.1118 -5.7273 3.0182 0.0 0.0 0.1
C 1.4729 -4.2386 2.6658 0.1 0.0 -0.2
S 2.3705 -2.7688 2.7410 0.1 0.0 0.1
C 1.1333 -1.6872 2.1499 0.3 0.1 0.1
C -0.0303 -2.2633 1.8178 -0.3 -0.4 0.0
S -1.3792 -1.3782 1.1954 -0.1 0.1 -0.1
S -0.1227 -3.9860 2.0868 -0.1 -0.1 0.0
S 1.3996 0.0302 2.0256 0.4 0.1 0.1
F 7.4467 -0.8660 -1.8146 0.0 0.0 0.0
C 6.0918 -0.8790 -1.7599 0.0 0.0 0.0
C 5.3802 -0.6962 -2.9275 0.0 0.0 0.0
C 3.9915 -0.7130 -2.8663 0.0 0.0 0.0
C 3.3245 -0.9117 -1.6604 0.0 0.1 0.1
C 4.0856 -1.0674 -0.5012 0.0 0.0 0.1
C 5.4748 -1.0631 -0.5405 0.0 0.0 0.0
Sb 1.1822 -0.9200 -1.4521 0.2 -0.4 -0.4
C 0.7414 -0.6541 -3.5574 0.0 0.0 0.0
C 0.0797 0.5143 -3.9324 0.0 0.0 0.0
C -0.2738 0.7580 -5.2562 0.0 0.0 0.0
C 0.0493 -0.1916 -6.2010 0.0 0.0 0.0
F -0.2930 0.0295 -7.4943 0.0 0.0 0.0
C 0.7094 -1.3614 -5.8809 0.0 0.0 0.0
C 1.0508 -1.5823 -4.5524 0.0 0.0 0.0
C 1.0245 -3.0774 -1.5516 0.1 0.0 0.1
C -0.0569 -3.7016 -2.1675 0.0 0.0 0.0
C -0.2334 -5.0781 -2.1023 0.0 0.0 0.0
C 0.6890 -5.8247 -1.3985 0.0 0.0 0.0
F 0.5191 -7.1668 -1.3309 0.0 0.0 0.0
C 1.7669 -5.2528 -0.7575 0.0 0.1 0.0
C 1.9200 -3.8735 -0.8392 0.0 0.0 0.0
H 5.9071 -0.5425 -3.8603 0.0 0.0 0.0
H 3.4321 -0.5654 -3.7825 0.0 0.0 0.0
H 3.5946 -1.1729 0.4623 0.0 0.0 -0.1
H 6.0680 -1.1877 0.3554 0.0 0.0 0.0
H -0.1583 1.2608 -3.1812 0.0 0.0 0.0
H -0.7867 1.6635 -5.5536 0.0 0.0 0.0
H 0.9451 -2.0760 -6.6587 0.0 0.0 0.0
H 1.5640 -2.5000 -4.2894 0.0 0.0 0.0
H -0.7856 -3.1140 -2.7151 0.0 0.0 0.0
H -1.0714 -5.5700 -2.5789 0.0 0.0 0.0
H 2.4480 -5.8643 -0.1796 0.0 0.0 0.0
H 2.7607 -3.4222 -0.3229 0.0 0.0 0.0
N -5.1606 2.2969 -2.5524 0.0 0.0 0.0
C -4.0888 1.9004 -1.7857 0.0 0.0 0.0
C -3.6347 2.6706 -0.7142 0.0 0.0 0.0
C -2.5191 2.2641 -0.0170 0.0 -0.1 0.0
N -1.8341 1.1498 -0.2924 -0.1 0.0 -0.2
C -2.2914 0.3963 -1.3034 0.0 0.1 0.1
C -3.3832 0.7316 -2.0720 0.0 0.0 0.0
H -5.7973 2.9576 -2.1412 0.0 0.0 0.0
H -5.6012 1.5909 -3.1167 0.0 0.0 0.0
H -4.1403 3.5831 -0.4259 0.0 0.0 0.0
H -2.1562 2.8511 0.8141 0.0 0.0 0.0
H -1.7566 -0.5237 -1.4862 0.0 0.0 0.0
H -3.6786 0.0822 -2.8859 0.0 0.0 0.0
Cl 1.6622 2.3815 -0.9746 0.1 0.0 -0.2
C 0.5958 2.2812 0.4942 -0.1 0.0 0.1
H -0.1440 3.0581 0.3097 0.0 0.1 0.1
H 1.2403 2.6097 1.3062 0.0 0.0 0.1


59
Properties=species:S:1:pos:R:3:forces:R:3 method="wB97M-V/def2-TZVPD" homo_lumo_gap_ev="4.936 / 5.113" e_tot_ev=-239511.1698 mol_weight_g_mol=883.58 de_lowest_kcal_mol=23.69 e_homo_ev="-12.44 / -12.52" lumo_ev="-7.5070 / -7.4022" multiplicity=2 charge=+2 s_squared=0.773
Re 0.0653 -0.4085 0.5526 0.3 0.1 0.3
Se 1.7889 0.7872 3.3295 0.0 0.0 0.0
Se 2.7842 -1.2748 2.9197 0.0 0.0 0.0
C 3.1700 -0.9921 1.0757 0.1 0.0 0.0
C 4.4496 -1.2710 0.6152 -0.1 0.0 0.0
C 4.7215 -1.1510 -0.7327 0.0 0.0 0.0
C 3.7176 -0.6960 -1.5797 0.1 0.0 0.1
C 2.4909 -0.3954 -1.0373 0.0 0.0 -0.1
N 2.1931 -0.5694 0.2672 0.1 -0.1 -0.1
C 0.0126 0.1114 3.5520 0.0 -0.1 0.1
C -0.5531 0.1511 4.8153 0.1 0.0 0.0
C -1.7759 -0.4588 5.0386 0.0 0.0 0.0
C -2.3900 -1.1184 3.9858 0.0 0.0 0.0
C -1.7970 -1.0942 2.7442 0.0 0.0 0.0
N -0.6211 -0.4682 2.5117 -0.2 0.1 0.1
H 5.2060 -1.6010 1.3128 0.0 0.0 0.0
H 5.7011 -1.3975 -1.1177 0.0 0.0 0.0
H 3.8835 -0.5664 -2.6388 0.0 0.0 0.0
H 1.6873 -0.0221 -1.6686 0.0 0.0 0.0
H -0.0080 0.6253 5.6186 0.0 0.0 0.0
H -2.2236 -0.4431 6.0229 0.0 0.0 0.0
H -3.3252 -1.6439 4.1121 0.0 0.0 0.0
H -2.2539 -1.5703 1.8915 0.0 0.0 0.0
C -0.8908 8.1998 -7.1050 0.0 0.0 0.0
O -1.2203 6.8928 -6.6030 0.0 0.0 0.0
C -1.6251 6.7511 -5.3627 0.0 0.0 0.0
C -1.9742 5.4227 -4.9987 0.0 0.0 0.1
C -2.4151 5.1506 -3.7429 0.0 -0.1 0.0
C -2.5076 6.2023 -2.7982 -0.1 0.3 0.1
C -2.1946 7.5252 -3.1772 0.0 0.0 0.0
C -1.7417 7.8055 -4.4398 0.0 0.0 0.1
N -2.9300 6.0732 -1.5088 0.0 -0.2 0.2
N -3.2678 4.9829 -1.0415 0.1 0.0 -0.5
C -2.9215 3.7679 -0.7882 -0.1 0.0 0.3
C -3.9386 2.7363 -0.7198 0.0 0.0 0.0
C -3.6101 1.4538 -0.4546 0.0 0.1 0.0
C -2.2546 1.1001 -0.1497 0.2 0.0 0.1
O -1.8730 -0.1090 0.1263 -0.3 -0.1 -0.2
C -1.2635 2.0791 -0.1271 -0.2 0.0 0.0
N -0.0182 1.6200 0.2207 -0.1 -0.2 -0.2
C 0.9904 2.5428 0.2282 0.1 0.0 0.0
C 0.7896 3.8640 -0.0426 0.0 0.0 0.0
C -0.4990 4.3370 -0.3727 0.0 -0.1 0.0
C -1.5301 3.4366 -0.4441 0.1 0.0 0.0
H -0.5978 8.0413 -8.1363 0.0 0.0 0.0
H -0.0602 8.6214 -6.5397 0.0 0.0 0.0
H -1.7651 8.8481 -7.0591 0.0 0.0 0.0
H -1.9077 4.6590 -5.7603 0.0 0.0 0.0
H -2.7224 4.1453 -3.4851 0.0 0.0 0.0
H -2.3205 8.3083 -2.4415 0.0 0.0 0.0
H -1.4995 8.8192 -4.7200 0.0 0.0 0.0
H -4.9587 3.0307 -0.9211 0.0 0.0 0.0
H -4.3594 0.6734 -0.4474 0.0 0.0 0.0
H 1.9656 2.1572 0.4892 0.0 0.0 0.0
H 1.6250 4.5468 0.0066 0.0 0.0 0.0
H -0.6568 5.3915 -0.5562 0.0 0.0 0.0
Se -0.1770 -2.7475 -0.1154 0.1 0.1 0.1
C 1.5381 -3.4297 0.1089 -0.1 0.1 -0.2
N 2.6150 -3.8111 0.2554 0.0 0.0 0.0